Computed, not measured: 15 unconnected molecules or ions with the total composition C19H68N8O15 in a non-equilibrium geometry, with the ωB97M-V functional and the def2-TZVPD basis.

Computed properties:
E: -2331.10842 Eh
LUMO level: 0.358 eV
ΔE to the lowest compared entry with this formula, charge and spin: 301.30 kJ/mol

Last column: Mulliken charge in e.
Cartesian coordinates (Å):
C 1.553 0.640 3.274  -0.457
C 2.411 -0.257 2.295  0.087
O 1.806 -1.533 2.157  -0.624
H 1.648 0.212 4.276  0.381
H 0.488 0.720 3.028  -0.515
H 2.083 1.628 3.269  0.323
H 3.444 -0.378 2.541  0.637
H 2.432 0.131 1.216  -0.462
H 2.570 -2.095 2.088  0.330
C 1.050 -1.774 -5.880  -1.705
C 0.989 -0.559 -4.957  1.125
O 1.499 0.590 -5.639  -0.710
H 2.009 -1.750 -6.412  0.399
H 0.330 -1.697 -6.637  0.447
H 0.885 -2.669 -5.276  0.373
H 1.609 -0.625 -4.048  -0.248
H -0.047 -0.415 -4.720  -0.042
H 1.434 1.322 -5.042  0.448
C -2.196 -1.564 4.883  -2.179
C -0.957 -0.996 4.275  0.974
O -0.765 -1.648 3.100  -0.331
H -2.415 -1.066 5.799  0.396
H -2.075 -2.617 5.129  0.483
H -3.142 -1.531 4.288  0.449
H -0.112 -1.137 4.968  0.306
H -1.183 0.081 4.156  -0.132
H 0.139 -1.578 2.822  -0.021
C 0.321 -0.806 -1.280  -0.381
C -0.292 -0.202 -0.022  2.688
O 0.238 1.061 0.223  2.585
H -0.101 -0.403 -2.186  0.071
H -0.021 -1.811 -1.318  -0.737
H 1.417 -0.852 -1.319  -0.178
H -0.124 -0.744 0.921  -0.873
H -1.405 -0.131 -0.108  -0.804
H -0.013 1.309 1.111  -1.317
C -0.991 3.773 3.626  0.211
O -0.129 3.070 2.777  -0.382
N -2.224 3.946 3.406  -0.394
N -0.771 4.312 4.780  -0.389
H -2.704 3.386 2.656  0.245
H -2.837 4.703 3.892  0.218
H 0.264 4.506 5.071  0.296
H -1.571 4.735 5.278  0.120
C 5.307 0.498 -0.935  0.246
O 3.953 0.186 -0.786  -0.428
N 6.105 -0.406 -1.445  -0.423
N 5.716 1.715 -0.840  -0.270
H 5.730 -1.340 -1.585  0.237
H 7.132 -0.259 -1.574  0.184
H 5.038 2.436 -0.797  0.332
H 6.648 1.957 -1.162  0.170
C 0.891 2.370 -2.821  0.331
O -0.500 2.535 -2.545  -0.637
N 1.535 2.662 -3.900  -0.427
N 1.625 1.759 -1.955  0.201
H 0.961 3.258 -4.504  0.372
H 2.500 2.838 -4.003  0.212
H 1.050 1.390 -1.114  -0.489
H 2.539 1.351 -1.968  0.382
C -3.377 -3.332 1.461  0.044
O -3.297 -2.183 0.676  -0.555
N -2.834 -3.530 2.664  -0.512
N -4.002 -4.380 1.091  -0.280
H -2.258 -2.685 2.975  0.204
H -3.006 -4.328 3.287  0.231
H -4.325 -4.356 0.104  0.305
H -4.207 -5.208 1.616  0.179
C -0.308 -3.996 0.385  0.215
O -0.742 -4.786 1.409  -0.647
H -0.628 -4.345 -0.631  0.311
H 0.813 -3.984 0.381  0.212
H -0.660 -2.978 0.449  -0.623
H -1.605 -4.411 1.739  0.527
C 2.619 -3.074 -2.802  -0.504
O 1.451 -3.655 -2.387  -0.545
H 3.463 -3.776 -2.812  0.391
H 2.906 -2.229 -2.116  0.095
H 2.629 -2.599 -3.727  0.130
H 0.628 -3.074 -2.536  0.312
C -3.005 1.030 1.991  0.465
O -3.655 2.246 1.880  -0.666
H -3.283 0.301 1.197  0.354
H -3.069 0.550 2.945  0.410
H -1.951 1.257 1.778  -0.730
H -4.537 2.113 1.512  0.364
C -1.284 4.272 -0.123  0.038
O -1.909 5.179 0.784  -0.704
H -1.908 3.356 -0.228  0.013
H -0.360 3.948 0.313  -0.040
H -1.011 4.711 -1.096  0.287
H -1.914 4.769 1.686  0.309
C -3.226 0.868 -1.733  0.408
O -3.973 -0.155 -1.145  -0.531
H -2.282 0.467 -2.137  -0.192
H -3.020 1.647 -0.977  -0.391
H -3.749 1.295 -2.591  0.490
H -3.475 -0.657 -0.516  0.041
C 2.862 3.126 0.826  -0.513
O 3.337 3.149 -0.489  -0.838
H 3.129 3.954 1.425  0.497
H 3.275 2.198 1.279  0.076
H 1.798 2.942 0.828  -0.102
H 2.661 2.615 -0.952  0.581
C -2.417 -2.436 -2.678  -0.398
O -1.332 -2.450 -3.606  -0.451
H -2.996 -3.316 -2.793  0.452
H -3.106 -1.665 -2.953  0.343
H -2.035 -2.395 -1.648  -0.053
H -1.600 -2.244 -4.530  0.286

Computed, not measured: 5 unconnected molecules or ions with the total composition C32H80ClN4O4 in a non-equilibrium geometry, with the ωB97M-V functional and the def2-TZVPD basis.

Computed properties:
total charge: +3
E: -2246.47360 Eh
LUMO level: -5.342 eV
ΔE to the lowest compared entry with this formula, charge and spin: 0.00 kJ/mol

Last column: Mulliken charge in e.
Cartesian coordinates (Å):
Cl 0.246 -0.755 0.972  -0.790
C 6.567 -0.262 -0.208  -1.396
C 5.132 0.243 -0.266  -0.691
N 4.335 -0.044 -1.507  0.683
C 4.232 -1.539 -1.621  -1.280
C 3.001 0.618 -1.282  -0.332
C 1.953 0.209 -2.289  -0.942
C 5.032 0.482 -2.741  -0.619
C 5.632 1.881 -2.615  -0.881
O 4.694 2.905 -2.423  -0.306
C 4.110 3.385 -3.619  -0.660
H 7.020 0.134 0.699  0.423
H 7.174 0.132 -1.022  0.305
H 6.627 -1.347 -0.220  0.354
H 5.141 1.323 -0.110  0.479
H 4.592 -0.135 0.602  0.613
H 3.711 -1.876 -0.730  0.393
H 5.237 -1.905 -1.774  0.528
H 3.652 -1.735 -2.519  0.457
H 3.109 1.690 -1.154  0.282
H 2.680 0.285 -0.287  0.175
H 1.709 -0.850 -2.275  0.411
H 2.256 0.535 -3.289  0.322
H 1.005 0.718 -2.116  -0.126
H 4.354 0.412 -3.584  0.471
H 5.892 -0.176 -2.864  0.579
H 6.219 2.017 -3.534  0.494
H 6.371 1.944 -1.819  0.355
H 3.681 4.369 -3.449  0.273
H 3.297 2.725 -3.959  0.215
H 4.827 3.450 -4.442  0.353
C -5.484 -2.111 -2.545  -1.492
C -6.024 -0.717 -2.293  -0.685
N -6.205 0.161 -3.535  0.217
C -7.121 -0.558 -4.465  -0.999
C -6.777 1.530 -3.132  -0.201
C -8.079 1.481 -2.362  -1.265
C -4.889 0.397 -4.239  -1.006
C -3.672 0.770 -3.421  -0.459
O -3.283 -0.209 -2.513  -0.214
C -1.986 0.022 -1.978  -0.638
H -6.247 -2.814 -2.868  0.492
H -5.138 -2.486 -1.581  0.378
H -4.641 -2.110 -3.230  0.302
H -5.481 -0.126 -1.567  0.596
H -7.054 -0.878 -1.982  0.525
H -6.738 -1.566 -4.565  0.437
H -7.066 -0.077 -5.441  0.381
H -8.144 -0.524 -4.109  0.376
H -6.915 1.937 -4.134  0.344
H -6.017 2.028 -2.536  0.296
H -8.932 1.327 -3.014  0.362
H -8.213 2.451 -1.883  0.428
H -7.989 0.779 -1.540  0.311
H -5.091 1.185 -4.963  0.388
H -4.664 -0.525 -4.775  0.468
H -3.698 1.802 -3.026  0.293
H -2.854 0.892 -4.156  0.535
H -1.972 0.927 -1.359  0.137
H -1.277 0.186 -2.803  0.393
H -1.617 -0.813 -1.390  0.286
C 3.496 -5.917 4.783  -1.235
C 2.444 -4.866 5.079  -0.340
N 1.320 -4.769 4.070  0.151
C 0.558 -6.067 4.144  -0.980
C 0.356 -3.667 4.495  -0.436
C 0.917 -2.277 4.545  -1.099
C 1.919 -4.429 2.716  -0.868
C 0.885 -4.175 1.651  -0.263
O 0.117 -5.345 1.483  -0.417
C -0.999 -5.124 0.635  -0.766
H 4.259 -5.824 5.554  0.442
H 3.971 -5.760 3.820  0.327
H 3.093 -6.925 4.849  0.335
H 2.863 -3.867 5.160  0.290
H 1.981 -5.075 6.043  0.426
H -0.413 -5.921 3.699  0.401
H 0.533 -6.386 5.180  0.330
H 1.140 -6.748 3.530  0.442
H 0.136 -4.013 5.515  0.522
H -0.594 -3.781 3.984  0.469
H 1.132 -1.896 3.541  0.147
H 1.815 -2.163 5.150  0.299
H 0.205 -1.570 4.969  0.436
H 2.456 -5.337 2.450  0.464
H 2.571 -3.577 2.874  0.433
H 1.322 -3.868 0.693  0.412
H 0.224 -3.336 1.903  0.099
H -1.408 -6.110 0.432  0.301
H -0.689 -4.615 -0.280  0.306
H -1.764 -4.520 1.136  0.300
C 0.967 5.717 3.181  -1.313
C -0.110 5.041 2.359  -0.586
N 0.260 3.712 1.758  0.656
C 1.348 3.874 0.746  -1.585
C 0.830 2.778 2.816  -0.320
C -0.011 2.587 4.056  -1.347
C -0.918 2.982 1.193  -0.714
C -1.673 3.624 0.046  -0.779
O -0.857 3.644 -1.121  -0.097
C -1.485 4.305 -2.222  -0.951
H 1.298 5.128 4.031  0.315
H 0.526 6.632 3.574  0.431
H 1.822 5.971 2.561  0.355
H -0.388 5.666 1.507  0.413
H -1.057 4.917 2.883  0.541
H 1.557 2.873 0.374  0.670
H 2.219 4.304 1.225  0.461
H 1.021 4.498 -0.077  0.395
H 1.817 3.160 3.080  0.555
H 1.068 1.839 2.310  0.227
H 0.571 1.976 4.746  0.431
H -0.898 1.978 3.878  0.319
H -0.299 3.531 4.508  0.322
H -1.669 3.036 1.992  0.337
H -0.692 1.926 1.103  0.307
H -1.983 4.643 0.288  0.543
H -2.504 2.943 -0.165  0.456
H -1.090 5.323 -2.304  0.265
H -2.571 4.295 -2.127  0.378
H -1.164 3.830 -3.151  0.256

Computed, not measured: 7 unconnected molecules or ions with the total composition C46H48ClNO16P2 in a non-equilibrium geometry, with the ωB97M-V functional and the def2-TZVPD basis.

Computed properties:
E: -4182.56988 Eh
structure (SMILES): CCOCCOCCOC[PH](C)(CC(=O)Cl)[PH2]=N.O=C1C=CC(=O)C=C1.O=C1C=CC(=O)C=C1.O=C1C=CC(=O)C=C1.O=C1C=CC(=O)C=C1.O=C1C=CC(=O)C=C1.O=C1C=CC(=O)C=C1
LUMO level: -2.177 eV

Last column: Mulliken charge in e.
Cartesian coordinates (Å):
C 8.153 0.814 0.855  -0.824
C 8.152 -0.130 -0.500  -0.061
O 7.782 -1.549 -0.232  -0.442
C 6.376 -1.637 -0.656  -0.143
C 5.674 -3.103 -0.447  0.171
O 6.216 -3.905 0.661  -0.456
C 6.106 -3.222 1.958  -0.242
C 4.576 -2.919 2.461  -0.487
O 4.122 -1.599 1.939  -0.351
C 2.717 -1.655 1.500  -0.676
P 2.258 0.079 0.784  0.877
C 0.769 0.243 2.007  -0.938
C 1.829 -0.666 -0.957  -0.874
C 3.106 -0.706 -1.984  0.332
O 3.993 0.270 -2.196  -0.426
Cl 3.350 -2.280 -2.974  -0.184
P 1.931 2.130 0.012  0.560
N 2.846 3.117 0.953  -0.807
H 7.387 0.440 1.662  0.187
H 7.866 1.944 0.609  0.282
H 9.225 0.859 1.335  0.273
H 9.223 -0.035 -1.010  0.333
H 7.403 0.401 -1.258  0.082
H 6.340 -1.415 -1.829  0.210
H 5.749 -0.780 -0.138  0.137
H 5.846 -3.739 -1.441  0.284
H 4.515 -2.924 -0.383  -0.225
H 6.579 -3.965 2.763  0.338
H 6.713 -2.226 2.051  0.118
H 4.634 -2.775 3.645  0.290
H 3.809 -3.784 2.282  0.293
H 2.024 -1.994 2.380  0.217
H 2.656 -2.499 0.672  0.280
H 3.622 0.485 1.099  -0.154
H -0.059 0.966 1.547  0.347
H 0.211 -0.781 2.201  0.062
H 1.110 0.774 3.014  0.332
H 1.340 -1.729 -0.895  0.420
H 0.997 0.066 -1.396  0.567
H 2.455 2.304 -1.342  -0.026
H 0.532 2.532 0.128  0.094
H 3.348 2.569 1.686  0.259
C 4.324 5.238 -4.810  -0.560
C 5.634 5.089 -4.590  -0.320
C 6.248 3.750 -4.501  0.434
O 7.446 3.612 -4.297  -0.583
C 5.359 2.582 -4.665  -0.307
C 4.049 2.731 -4.885  -0.368
C 3.435 4.071 -4.974  0.414
O 2.237 4.208 -5.178  -0.604
H 3.857 6.214 -4.878  0.528
H 6.299 5.936 -4.468  0.439
H 5.825 1.607 -4.597  0.459
H 3.384 1.885 -5.007  0.430
C -1.892 -2.718 -0.584  -0.543
C -2.598 -3.851 -0.516  -0.525
C -3.417 -4.173 0.670  0.329
O -4.062 -5.210 0.734  -0.589
C -3.426 -3.194 1.776  -0.175
C -2.719 -2.062 1.707  -0.095
C -1.901 -1.740 0.522  0.024
O -1.255 -0.703 0.457  -0.496
H -1.286 -2.467 -1.446  0.499
H -2.603 -4.578 -1.319  0.449
H -4.032 -3.445 2.638  0.411
H -2.715 -1.335 2.510  0.671
C -9.848 -5.143 2.589  -0.501
C -9.150 -4.122 2.083  -0.380
C -7.712 -4.255 1.776  0.432
O -7.071 -3.320 1.315  -0.574
C -7.076 -5.559 2.050  -0.062
C -7.775 -6.580 2.557  -0.544
C -9.213 -6.447 2.863  0.319
O -9.853 -7.381 3.324  -0.564
H -10.903 -5.062 2.820  0.461
H -9.601 -3.159 1.876  0.664
H -6.021 -5.640 1.819  0.403
H -7.323 -7.543 2.764  0.442
C -4.120 -1.588 6.871  -0.461
C -3.359 -1.297 7.931  -0.395
C -1.887 -1.265 7.832  0.294
O -1.190 -1.002 8.802  -0.545
C -1.287 -1.566 6.517  -0.472
C -2.048 -1.856 5.456  -0.074
C -3.520 -1.888 5.555  0.449
O -4.217 -2.152 4.585  -0.478
H -5.201 -1.616 6.927  0.424
H -3.784 -1.074 8.903  0.399
H -0.206 -1.537 6.461  0.446
H -1.623 -2.079 4.485  0.423
C 3.710 8.781 -9.609  -0.388
C 4.005 8.856 -8.308  -0.412
C 4.513 7.683 -7.569  0.473
O 4.781 7.751 -6.377  -0.536
C 4.683 6.426 -8.323  -0.081
C 4.388 6.351 -9.625  -0.484
C 3.881 7.523 -10.364  0.317
O 3.612 7.456 -11.555  -0.549
H 3.336 9.631 -10.166  0.398
H 3.886 9.771 -7.741  0.413
H 5.057 5.576 -7.766  0.450
H 4.507 5.435 -10.192  0.416
C -10.501 0.170 3.513  -0.299
C -10.393 1.484 3.733  -0.380
C -10.386 2.449 2.617  0.345
O -10.286 3.652 2.817  -0.548
C -10.505 1.908 1.249  -0.353
C -10.614 0.594 1.028  -0.356
C -10.620 -0.372 2.145  0.438
O -10.721 -1.575 1.945  -0.593
H -10.507 -0.552 4.321  0.434
H -10.306 1.897 4.731  0.405
H -10.500 2.629 0.441  0.402
H -10.701 0.180 0.031  0.427

Computed, not measured: a molecular structure, C6H9NO3 in a non-equilibrium geometry, with the ωB97M-V functional and the def2-TZVPD basis.

Computed properties:
E: -514.39298 Eh
LUMO level: 0.716 eV
ΔE to the lowest compared entry with this formula, charge and spin: 314.76 kJ/mol

Last column: natural (NBO) charge in e.
Cartesian coordinates (Å):
C 1.845 -0.512 0.050  0.750
C -0.953 -1.494 -0.818  -0.487
C -1.724 -1.451 0.525  -0.456
C -0.263 1.763 -0.561  0.104
C 0.813 0.234 0.852  -0.225
C -0.889 -0.317 0.000  0.328
N 0.718 1.634 0.552  -0.682
O 2.581 0.347 -0.680  -0.678
O 2.012 -1.700 0.166  -0.594
O -1.304 0.916 -0.302  -0.495
H -0.287 -2.323 -0.764  0.260
H -1.458 -1.280 -1.806  0.232
H -2.739 -1.238 0.468  0.219
H -1.274 -1.799 1.402  0.228
H -0.669 2.707 -0.524  0.194
H 0.258 1.506 -1.393  0.165
H 0.509 -0.258 1.774  0.247
H 2.249 1.194 -0.380  0.496
H 0.577 2.071 1.439  0.394